Computed, not measured: 16 unconnected molecules or ions with the total composition C64H176N16O16, with ωB97M-V/def2-TZVPD.

Geometry as ORCA input:
```
! RIJCOSX wB97M-V def2-TZVPD def2/J DEFGRID3
* xyz 0 1
C 1.3969 -8.0573 3.0268
C 1.2049 -7.1260 4.2163
C 1.7141 -7.5857 5.6102
O 1.0451 -8.7638 6.2066
C 1.7213 -9.3216 7.3126
N 1.7912 -5.8549 3.8343
H 1.3683 -7.4563 2.1180
H 0.6806 -8.8711 2.9141
H 2.3824 -8.5096 3.1381
H 0.1226 -7.0376 4.3106
H 1.6636 -6.7574 6.3170
H 2.7965 -7.7067 5.5684
H 1.7032 -8.6022 8.1312
H 2.7573 -9.5971 7.1156
H 1.1368 -10.1764 7.6529
H 2.7386 -6.1534 3.6517
H 1.5567 -5.5933 2.8873
C 8.4015 -0.5859 -5.5359
C 7.5142 -1.6969 -4.9543
C 6.1331 -1.1552 -4.6846
O 5.1886 -2.0809 -4.0563
C 3.8688 -1.6435 -3.9391
N 7.5579 -2.8120 -5.8366
H 8.0264 -0.2195 -6.4915
H 9.4800 -0.7419 -5.5601
H 8.3859 0.3174 -4.9262
H 7.9760 -2.0345 -4.0264
H 5.6861 -0.9693 -5.6612
H 6.2954 -0.2568 -4.0891
H 3.2840 -2.2022 -3.2084
H 3.3401 -1.5381 -4.8864
H 3.8052 -0.6348 -3.5308
H 7.1124 -2.5800 -6.7128
H 6.9660 -3.5306 -5.4451
C 7.6806 -3.9783 -1.3594
C 6.2768 -3.6105 -0.7859
C 6.1179 -2.1080 -0.4179
O 7.1123 -1.5853 0.5089
C 7.1166 -0.1426 0.6182
N 5.3011 -3.9745 -1.7779
H 8.4276 -3.8512 -0.5758
H 7.8798 -3.2835 -2.1753
H 7.6986 -5.0367 -1.6190
H 6.0777 -4.2636 0.0637
H 5.0836 -1.8828 -0.1580
H 6.2145 -1.5891 -1.3716
H 7.4758 0.3580 -0.2809
H 7.7817 0.1528 1.4296
H 6.1089 0.2037 0.8480
H 5.4161 -3.3838 -2.5890
H 5.5756 -4.8671 -2.1625
C -3.1922 -2.7976 -5.0812
C -2.4466 -2.0599 -3.9868
C -0.9819 -2.4988 -3.8602
O -1.0026 -3.8372 -3.3936
C 0.2427 -4.1779 -2.8382
N -2.6294 -0.6448 -4.1265
H -2.8955 -2.5817 -6.1076
H -4.2401 -2.4984 -5.0593
H -3.1036 -3.8596 -4.8525
H -2.9312 -2.4231 -3.0804
H -0.4707 -1.9014 -3.1053
H -0.3394 -2.3372 -4.7258
H 0.3753 -3.7216 -1.8572
H 1.1342 -3.9462 -3.4208
H 0.3167 -5.2043 -2.4786
H -2.3951 -0.2704 -3.2182
H -1.9484 -0.2870 -4.7810
C -5.9173 -0.6873 2.6981
C -5.1783 0.2816 1.8795
C -5.8250 0.5864 0.5641
O -7.2234 0.8271 0.6747
C -7.8273 1.0858 -0.6097
N -5.1068 1.4828 2.6579
H -6.9801 -0.4542 2.7630
H -5.5419 -1.0003 3.6724
H -5.9173 -1.6545 2.1956
H -4.1602 -0.0283 1.6438
H -5.6882 -0.2459 -0.1263
H -5.3013 1.4203 0.0967
H -7.5523 2.0705 -0.9874
H -8.9168 1.0592 -0.5858
H -7.4440 0.5071 -1.4501
H -6.0830 1.7411 2.6398
H -4.7337 2.2185 2.0752
C -4.8507 5.2534 -0.7143
C -4.5557 6.6321 -0.0556
C -5.5569 7.7393 -0.3591
O -5.5204 7.8830 -1.7974
C -6.3484 8.9554 -2.1968
N -4.5218 6.3487 1.4269
H -4.9850 5.4299 -1.7815
H -5.7856 4.8199 -0.3590
H -4.0403 4.5542 -0.5081
H -3.5854 6.8686 -0.4923
H -5.2339 8.6864 0.0732
H -6.5510 7.5241 0.0328
H -6.1693 9.9513 -1.7916
H -7.3728 8.6900 -1.9354
H -6.3111 8.9608 -3.2862
H -4.1276 7.1445 1.9079
H -5.4040 6.2708 1.9125
C 3.3551 4.0058 1.7014
C 2.9201 2.7982 0.8568
C 4.0927 2.1573 -0.0128
O 4.5991 3.0947 -0.9728
C 3.7641 3.2183 -2.1102
N 2.4669 1.7472 1.8131
H 2.7393 4.4071 2.5063
H 3.2733 4.8236 0.9855
H 4.3827 4.0156 2.0648
H 2.0607 2.9706 0.2090
H 3.7322 1.2134 -0.4218
H 4.9347 1.8900 0.6258
H 3.6558 2.2065 -2.5008
H 4.1948 3.8821 -2.8599
H 2.7365 3.5049 -1.8866
H 1.9652 0.9633 1.4208
H 1.8003 2.1347 2.4655
C 3.6788 -1.3836 2.3114
C 2.8884 -2.6141 2.3740
C 3.0532 -3.4621 1.1633
O 2.1780 -4.6434 1.1984
C 2.3059 -5.4051 -0.0151
N 3.2927 -3.2821 3.6155
H 4.7500 -1.5782 2.2575
H 3.5186 -0.7922 3.2128
H 3.3942 -0.7031 1.5089
H 1.8792 -2.2058 2.4258
H 4.1052 -3.7190 1.0391
H 2.9523 -2.8053 0.2993
H 3.3075 -5.8162 -0.1408
H 2.1467 -4.6975 -0.8287
H 1.5701 -6.2067 -0.0796
H 2.6755 -4.0751 3.7167
H 3.0960 -2.6791 4.4015
C -6.2774 -0.2388 -5.1639
C -5.9384 1.2273 -5.1582
C -6.0654 1.9083 -3.8193
O -5.9110 3.3446 -4.0062
C -7.1108 4.0792 -4.0673
N -4.6040 1.4191 -5.5968
H -5.6915 -0.7444 -4.3963
H -5.9229 -0.7428 -6.0630
H -7.2938 -0.5363 -4.9059
H -6.6287 1.7717 -5.8026
H -5.2792 1.5906 -3.1343
H -7.0561 1.6147 -3.4723
H -7.8953 3.6485 -4.6896
H -6.8675 5.0407 -4.5192
H -7.4604 4.3849 -3.0811
H -3.9911 0.6888 -5.2635
H -4.2504 2.2511 -5.1465
C 1.0954 1.1545 -4.5018
C 1.6034 1.0268 -5.9540
C 0.5273 1.1566 -7.0797
O -0.5559 0.3542 -6.6086
C -1.6668 0.5104 -7.3908
N 2.6367 2.0719 -6.1128
H 0.4939 2.0597 -4.4181
H 1.8899 1.1868 -3.7562
H 0.4727 0.3102 -4.2059
H 2.1624 0.0919 -5.9124
H 0.8639 0.8387 -8.0666
H 0.2247 2.2025 -7.1301
H -2.1704 1.4709 -7.2810
H -2.4207 -0.1659 -6.9880
H -1.4442 0.1674 -8.4012
H 2.1943 2.9798 -6.1233
H 3.0420 1.8862 -7.0190
C -0.4040 4.1594 2.8345
C -1.3969 3.0872 2.3016
C -1.5935 1.8365 3.2168
O -0.3612 1.2599 3.5749
C -0.5664 0.1177 4.4323
N -2.6001 3.7111 1.8363
H 0.5953 3.7326 2.9212
H -0.6598 4.5960 3.7999
H -0.2707 4.9436 2.0893
H -0.9642 2.7444 1.3617
H -2.2028 1.1189 2.6673
H -2.2359 2.2296 4.0047
H -1.0057 -0.7468 3.9345
H -1.2765 0.4777 5.1768
H 0.3614 -0.0164 4.9885
H -2.1982 4.5356 1.4134
H -3.0249 3.9769 2.7133
C 4.4013 1.0566 5.1398
C 3.5699 1.8883 6.1549
C 3.4940 3.3956 5.8193
O 4.7881 4.0339 6.1506
C 4.8568 5.4048 5.6865
N 2.2368 1.3898 6.1590
H 5.4867 1.0555 5.2407
H 4.0485 1.2626 4.1293
H 4.2552 -0.0045 5.3421
H 3.8977 1.7316 7.1826
H 2.7442 3.9237 6.4083
H 3.2515 3.5473 4.7675
H 4.2056 6.0446 6.2821
H 4.7326 5.5248 4.6103
H 5.8910 5.6219 5.9537
H 1.7973 1.8278 6.9559
H 1.7358 1.8260 5.3981
C 1.0842 -0.4771 -1.0710
C 0.1429 0.1909 -0.1386
C -1.4008 -0.0739 -0.3594
O -1.7261 0.6672 -1.5380
C -2.0799 2.0206 -1.2949
N 0.3291 -0.3735 1.1543
H 2.1250 -0.4118 -0.7538
H 1.0593 -0.0310 -2.0653
H 0.8734 -1.5463 -1.0535
H 0.4152 1.2459 -0.1701
H -2.0449 0.2456 0.4598
H -1.5372 -1.1225 -0.6240
H -1.3054 2.6059 -0.7993
H -2.9211 2.0405 -0.6021
H -2.2834 2.5833 -2.2060
H -0.2288 0.0224 1.8974
H 0.0399 -1.3401 1.2002
C -1.5777 -5.4116 1.2004
C -1.5711 -3.8548 1.0102
C -2.8155 -3.0987 1.2999
O -3.9560 -3.6887 0.7586
C -3.9625 -3.7496 -0.6627
N -0.4988 -3.2592 1.7708
H -2.3026 -5.8183 0.4952
H -1.9675 -5.6607 2.1873
H -0.5986 -5.8568 1.0235
H -1.2940 -3.6842 -0.0301
H -2.6911 -2.0496 1.0316
H -3.0685 -3.1458 2.3591
H -3.2185 -4.3193 -1.2196
H -4.0848 -2.7331 -1.0367
H -4.9052 -4.2629 -0.8525
H -0.6621 -3.3519 2.7632
H 0.3544 -3.7923 1.6817
C 0.4331 5.6829 -1.4044
C -0.3112 6.7703 -2.1297
C -1.5016 6.3543 -3.0134
O -1.1498 5.2952 -3.9520
C -2.2934 4.6437 -4.5280
N -0.7852 7.6456 -1.0779
H -0.1667 5.1369 -0.6762
H 1.2885 6.0649 -0.8472
H 0.8988 4.9991 -2.1140
H 0.4166 7.2934 -2.7500
H -1.8790 7.2276 -3.5454
H -2.3275 6.0658 -2.3632
H -2.9806 5.2794 -5.0864
H -2.9736 4.2375 -3.7794
H -1.9118 3.7564 -5.0332
H -1.2942 8.3591 -1.5799
H -1.5299 7.3082 -0.4848
C -2.0964 -5.2014 5.5438
C -1.2805 -3.8937 5.7172
C -0.5692 -3.7651 7.1184
O -0.1179 -2.4393 7.3194
C -1.1269 -1.5282 7.6252
N -0.3090 -3.7860 4.6245
H -2.9434 -5.2352 6.2290
H -1.4432 -6.0215 5.8420
H -2.3678 -5.3929 4.5056
H -2.0319 -3.1058 5.7705
H 0.2244 -4.5013 7.2460
H -1.2611 -4.0182 7.9217
H -1.8184 -1.8417 8.4073
H -1.7010 -1.2324 6.7471
H -0.5549 -0.7495 8.1296
H 0.3116 -4.5727 4.4972
H 0.3491 -3.1088 4.9828
*
```

Calculated values
HOMO-LUMO gap, Eh: 0.320
Energy relative to the best compared isomer or geometry (same formula, charge and spin), kcal/mol: 119.4
LUMO energy, eV: 0.502